{
  "formula": "C16H17BrN2O7W",
  "method": "the ωB97M-V functional and the def2-TZVPD basis",
  "charge": 4,
  "de_lowest_ev": 0.000,
  "homo_lumo_gap_ev": 7.80,
  "homo_ev": -23.0,
  "elements": ["W", "O", "C", "C", "C", "N", "C", "C", "C", "O", "O", "C", "O", "O", "H", "H", "H", "C", "O", "C", "C", "O", "C", "H", "H", "H", "H", "H", "H", "H", "H", "H", "H", "Br", "C", "C", "C", "C", "C", "N", "H", "H", "H", "H"],
  "coordinates": [[0.39230, 0.05607, 0.21675], [-1.48095, -5.45854, -2.59652], [-1.13245, -4.34814, -2.04470], [-1.52763, -3.05108, -2.40075], [-1.02082, -1.98175, -1.68788], [-0.14871, -2.03661, -0.67480], [0.15547, -3.31121, -0.28873], [-0.28120, -4.46294, -0.89995], [0.86760, -3.54539, 0.92841], [1.38621, -3.81644, 1.87444], [0.25080, -0.81916, 1.63431], [-1.51042, -0.59358, -1.97013], [-2.15838, -0.21513, -2.86391], [-1.07593, 0.24336, -0.92611], [-2.08446, -5.40395, -3.36196], [-2.23697, -2.85704, -3.19989], [-0.02434, -5.45132, -0.52741], [-1.90901, 1.29247, 2.07069], [-0.71435, 1.53873, 1.20726], [-0.46727, 2.96378, 0.96093], [0.59018, 2.96480, -0.10751], [1.49523, 1.82545, 0.23054], [2.62235, 2.24025, 1.12783], [-2.78479, 1.62286, 1.51736], [-1.75997, 1.86098, 2.98573], [-1.94478, 0.22870, 2.27806], [-0.15280, 3.40824, 1.90498], [-1.38786, 3.43545, 0.61503], [1.18623, 3.87488, -0.14342], [0.19617, 2.74504, -1.09991], [3.15544, 3.02501, 0.59778], [3.25753, 1.37467, 1.27136], [2.20790, 2.58842, 2.07104], [1.72544, 0.18073, -2.51710], [2.94134, -0.51881, -1.25975], [4.24741, -0.81671, -1.55765], [5.04532, -1.30853, -0.52418], [4.50179, -1.48056, 0.75049], [3.18239, -1.16226, 0.96925], [2.39181, -0.68355, -0.03689], [4.63862, -0.66644, -2.55652], [6.08598, -1.54860, -0.71433], [5.10492, -1.85157, 1.57006], [2.72447, -1.25419, 1.94657]],
  "forces_ev_per_a": [[0.0256, -0.0206, -0.1169], [0.0060, -0.0118, 0.0018], [0.0031, 0.0197, 0.0193], [-0.0034, -0.0102, -0.0072], [0.0058, -0.0028, -0.0190], [-0.0294, 0.0171, -0.0037], [0.0398, 0.0143, 0.0407], [-0.0065, -0.0149, -0.0179], [-0.0338, 0.0056, -0.0024], [0.0131, 0.0005, -0.0089], [-0.0562, 0.0292, 0.0451], [-0.0267, -0.0014, 0.0270], [0.0162, 0.0115, -0.0020], [0.0163, 0.0008, 0.0393], [-0.0037, 0.0037, -0.0075], [0.0000, -0.0015, -0.0010], [-0.0008, -0.0009, -0.0015], [-0.0193, -0.0261, -0.0472], [0.0227, 0.0154, 0.0862], [-0.0085, -0.0097, 0.0154], [0.0213, -0.0072, -0.0178], [-0.0145, -0.0650, -0.0176], [-0.0009, -0.0075, -0.0017], [-0.0019, 0.0024, 0.0057], [-0.0084, 0.0080, -0.0035], [0.0212, -0.0044, 0.0149], [0.0084, -0.0025, -0.0034], [0.0002, -0.0099, -0.0145], [-0.0089, 0.0066, -0.0072], [-0.0018, 0.0101, -0.0017], [0.0007, 0.0061, 0.0064], [0.0013, 0.0012, 0.0030], [-0.0055, 0.0026, -0.0053], [0.0088, 0.0237, -0.0177], [-0.0160, -0.0032, 0.0254], [0.0120, -0.0052, -0.0061], [-0.0042, 0.0114, -0.0018], [0.0014, -0.0028, -0.0002], [-0.0075, 0.0009, 0.0042], [0.0334, 0.0175, 0.0009], [-0.0013, 0.0008, -0.0009], [-0.0002, -0.0029, -0.0019], [-0.0015, -0.0001, 0.0008], [0.0034, 0.0016, 0.0003]],
  "lowdin_charge": [1.913, 0.248, -0.207, 0.177, -0.148, 0.031, -0.170, 0.195, 0.102, 0.458, -0.270, -0.443, 0.304, -0.228, 0.198, 0.178, 0.186, 0.079, -0.381, -0.061, -0.060, -0.407, 0.092, 0.129, 0.132, 0.099, 0.163, 0.173, 0.170, 0.139, 0.135, 0.090, 0.128, 1.079, -0.653, -0.002, 0.078, 0.037, -0.099, -0.174, 0.150, 0.161, 0.154, 0.131]
}